This record from the OMol25 dataset describes a structure of composition C34H63Br2INO42S10 at a distorted geometry. The level of theory is ωB97M-V with the def2-TZVPD basis set.

E_HOMO (alpha / beta) in eV: -8.60 / -9.63
F_max in eV/A: 3.07
LUMO (alpha / beta) in eV: -0.1 / -0.1

The geometry in ORCA input format:
```
! wB97M-V def2-TZVPD RIJCOSX def2/J DEFGRID3
* xyz 0 2
C -0.718 -2.629 2.534
C -0.970 -1.102 2.494
Br 0.398 -0.142 1.416
C -2.452 -0.656 2.211
Br -2.366 1.340 2.227
C -3.146 -1.225 0.934
C -2.394 -0.998 -0.418
C -1.376 -2.038 -0.873
O -1.351 -3.208 -0.682
I 0.255 -1.259 -2.150
C -3.686 -2.706 1.109
C -4.836 -2.880 2.151
C -5.944 -3.771 1.478
C -4.268 -3.781 3.317
N -5.341 -1.656 2.780
O -6.332 -1.863 3.563
C -5.530 -0.512 1.865
C -6.950 -0.610 1.189
C -5.623 0.784 2.758
C -4.503 -0.401 0.710
H 0.028 -2.798 3.334
H -0.281 -3.055 1.620
H -1.631 -3.141 2.879
H -0.760 -0.744 3.518
H -2.996 -0.886 3.145
H -3.156 -0.901 -1.219
H -1.918 0.000 -0.361
H -2.885 -3.441 1.247
H -4.126 -2.937 0.114
H -6.156 -3.450 0.445
H -6.844 -3.866 2.103
H -5.488 -4.779 1.391
H -5.081 -4.269 3.880
H -3.616 -4.582 2.928
H -3.655 -3.133 3.975
H -7.036 -1.460 0.494
H -7.030 0.304 0.562
H -7.762 -0.545 1.927
H -5.239 1.621 2.152
H -6.661 1.005 3.034
H -5.013 0.678 3.674
H -4.315 0.627 0.363
H -4.964 -0.919 -0.161
C 4.383 -2.331 4.185
C 3.975 -3.082 5.431
O 3.246 -2.123 6.208
S 2.474 -1.117 5.221
O 1.130 -1.560 5.088
O 2.801 0.213 5.590
O 3.260 -1.489 3.873
H 5.241 -1.696 4.371
H 4.600 -2.997 3.353
H 4.829 -3.461 5.986
H 3.300 -3.909 5.195
C -9.025 4.217 4.760
C -9.594 2.814 4.759
O -9.992 2.583 3.399
S -8.994 3.378 2.417
O -7.994 2.479 1.961
O -9.768 4.170 1.534
O -8.322 4.329 3.519
H -9.818 4.967 4.773
H -8.348 4.391 5.593
H -10.440 2.706 5.432
H -8.829 2.076 5.016
C 8.700 -0.033 6.511
C 9.330 -0.092 5.135
O 9.418 -1.489 4.836
S 8.184 -2.258 5.519
O 7.163 -2.432 4.543
O 8.691 -3.335 6.283
O 7.724 -1.081 6.513
H 9.431 -0.246 7.293
H 8.228 0.927 6.709
H 10.313 0.370 5.107
H 8.688 0.376 4.384
C 0.927 4.427 3.230
C 0.547 3.639 4.464
O -0.182 4.566 5.279
S -0.981 5.591 4.327
O -2.320 5.136 4.202
O -0.663 6.914 4.728
O -0.206 5.261 2.958
H 1.787 5.074 3.421
H 1.140 3.784 2.379
H 1.415 3.258 4.997
H -0.119 2.810 4.216
C -4.634 6.279 8.332
C -4.732 6.168 6.825
O -5.509 4.986 6.601
S -6.571 4.812 7.792
O -7.822 5.340 7.359
O -6.439 3.506 8.323
O -5.917 5.862 8.818
H -3.880 5.598 8.733
H -4.415 7.293 8.658
H -3.759 6.084 6.347
H -5.273 7.016 6.399
C 0.920 -0.420 -6.496
C 1.866 0.321 -5.580
O 2.961 0.704 -6.418
S 2.420 0.992 -7.905
O 2.235 2.393 -8.060
O 3.197 0.231 -8.822
O 0.976 0.297 -7.741
H 1.264 -1.450 -6.669
H -0.099 -0.438 -6.112
H 2.212 -0.297 -4.754
H 1.408 1.232 -5.185
C 6.656 5.220 -6.698
C 6.611 5.074 -8.206
O 5.995 3.803 -8.432
S 4.922 3.515 -7.255
O 3.637 3.873 -7.727
O 5.208 2.246 -6.695
O 5.428 4.659 -6.231
H 7.480 4.643 -6.269
H 6.741 6.258 -6.385
H 7.600 5.105 -8.657
H 5.980 5.842 -8.660
C 3.719 2.412 -12.258
C 4.623 3.247 -11.379
O 5.686 3.670 -12.244
S 5.110 3.858 -13.735
O 4.822 5.233 -13.937
O 5.925 3.115 -14.625
O 3.718 3.080 -13.527
H 4.122 1.407 -12.401
H 2.709 2.342 -11.861
H 5.015 2.687 -10.535
H 4.107 4.138 -11.015
C 4.379 -4.871 -4.802
C 3.839 -4.458 -3.450
O 2.790 -3.528 -3.745
S 2.093 -3.943 -5.139
O 0.925 -4.692 -4.853
O 2.084 -2.800 -5.987
O 3.228 -4.958 -5.649
H 5.047 -4.110 -5.212
H 4.899 -5.826 -4.766
H 4.598 -3.996 -2.825
H 3.400 -5.308 -2.921
C 0.934 -7.050 -1.499
C 0.263 -8.406 -1.501
O 1.256 -9.303 -2.011
S 2.716 -8.794 -1.564
O 3.108 -9.511 -0.406
O 3.532 -8.701 -2.720
O 2.289 -7.305 -1.108
H 0.944 -6.609 -2.499
H 0.462 -6.358 -0.805
H -0.629 -8.427 -2.121
H 0.009 -8.724 -0.487
*
```